One molecule with the formula C4H10N2 at a distorted geometry, computed with the ωB97M-V functional and the def2-TZVPD basis.

Output
HOMO energy: -7.767 eV
Gap between HOMO and LUMO: 8.606 eV
Max |F|: 0.1064 hartree/bohr
ΔE to the lowest compared entry with this formula, charge and spin: 487.11 kJ/mol
E_tot: -7285.571 eV

```
! RIJCOSX wB97M-V def2-TZVPD def2/J DEFGRID3
* xyz 0 1
N -2.384 -1.142 -1.745
C -1.606 -0.289 -1.034
C -0.435 -0.493 -0.421
C 0.802 0.413 -0.515
C 1.266 0.819 0.992
N 1.689 0.033 2.081
H -2.774 -1.272 -2.699
H -2.832 -1.704 -1.048
H -2.292 0.486 -0.887
H -0.216 -1.418 0.259
H 0.625 1.452 -0.943
H 1.588 -0.162 -1.055
H 0.332 1.165 1.339
H 1.836 1.855 0.905
H 2.575 -0.317 1.784
H 1.826 0.574 2.987
*
```